1.
Below is a molecular structure, C57H58AsN4O3PS3SbTl, with properties calculated with ωB97M-V/def2-TZVPD.

For the total energy, the calculation gives -6836.05656 a.u. Its charge is -1. The multiplicity is 2. The value obtained for the frontier orbital gap (spin up / spin down) is 5.6 / 6.3 eV. Its relative energy (zero: lowest compared OMol25 entry of this formula, charge and spin) is 0.0 kJ/mol.

Positions of all 129 atoms, in Å:
Tl 0.81423 0.74111 -0.01647
C 1.10838 2.12313 4.49938
O 1.08079 0.67546 4.50110
C 1.69248 0.30801 3.35201
N 2.24336 1.19615 2.63876
C 2.03996 2.48127 3.32355
C 3.35949 3.09451 3.72281
C 4.29269 2.36012 4.44951
C 5.49638 2.92940 4.83128
C 5.78591 4.24474 4.48838
C 4.86432 4.98234 3.76192
C 3.65834 4.40706 3.38151
C 1.64770 -1.13818 3.03489
C 0.78790 -1.98023 3.73517
C 0.73024 -3.30814 3.36419
C 1.52288 -3.74671 2.31564
C 2.34913 -2.82392 1.68681
N 2.41676 -1.54354 2.03463
C 3.22079 -3.24255 0.56512
N 4.06245 -2.52964 -0.05124
C 4.73380 -3.40015 -1.02769
C 3.91166 -4.70317 -0.98059
O 3.08173 -4.55316 0.18268
C 6.19055 -3.56660 -0.66094
C 7.18859 -3.01221 -1.44975
C 8.52532 -3.14764 -1.09810
C 8.87340 -3.83984 0.05084
C 7.87966 -4.39273 0.84889
C 6.54783 -4.25488 0.49470
H 1.47147 2.45517 5.47093
H 0.09650 2.47971 4.30923
H 1.50980 3.15209 2.64604
H 4.07597 1.32838 4.70197
H 6.21575 2.34506 5.39147
H 6.72857 4.68870 4.78282
H 5.08452 6.00605 3.48566
H 2.93694 4.98064 2.81033
H 0.16207 -1.57539 4.51542
H 0.05677 -3.98965 3.86646
H 1.50191 -4.77347 1.98075
H 4.67645 -2.93894 -2.01576
H 4.51696 -5.60015 -0.86191
H 3.26406 -4.81197 -1.85340
H 6.91583 -2.46247 -2.34284
H 9.29357 -2.70678 -1.72045
H 9.91432 -3.94394 0.32900
H 8.14406 -4.92609 1.75302
H 5.77591 -4.67409 1.13115
S -4.40831 1.54790 0.75159
Sb -2.47002 1.33716 1.97338
S -0.97684 3.10029 1.67750
S -1.29432 -0.59175 1.33054
C -0.11049 -4.29826 -1.01961
O -0.01236 -2.91926 -0.58188
C 0.62484 -1.98770 -1.20829
C 1.34930 -2.36118 -2.46206
H 0.87105 -4.76828 -0.98577
H -0.54708 -4.35091 -2.01307
H -0.77572 -4.76846 -0.30128
H 1.16310 -1.56313 -3.18436
H 2.40763 -2.25820 -2.19401
H 1.16965 -3.34059 -2.91280
C 0.88577 5.35212 -0.14637
C 1.70115 5.45056 -1.43850
C 1.07434 6.47418 -2.39138
C 3.15465 5.82442 -1.12217
C 1.69736 4.13429 -2.10123
N 1.68955 3.10710 -2.61432
H 0.88449 6.32441 0.35117
H 1.30790 4.60872 0.53059
H -0.14280 5.05312 -0.34287
H 1.06737 7.45316 -1.90830
H 0.04913 6.19383 -2.63205
H 1.64261 6.54638 -3.31980
H 3.17158 6.79243 -0.61776
H 3.75153 5.89493 -2.03234
H 3.61043 5.08298 -0.46537
C -1.07933 0.24223 -5.50589
C -2.44315 -0.04214 -6.14162
As -3.74272 1.45068 -6.26056
C -4.80709 1.06012 -4.67610
C -5.39862 -0.18219 -4.45703
C -6.12438 -0.41667 -3.30031
C -6.24369 0.57824 -2.33783
C -5.64688 1.81215 -2.54155
C -4.94042 2.05446 -3.71274
C -4.88997 0.62261 -7.62777
C -6.27835 0.59425 -7.51214
C -7.06925 0.10282 -8.54226
C -6.48712 -0.36670 -9.71046
C -5.10701 -0.32688 -9.84675
C -4.32089 0.17209 -8.81789
P -0.85406 0.43570 -3.66833
C -1.55253 2.08437 -3.29180
C -1.85980 2.43472 -1.97609
C -2.31449 3.70505 -1.65552
C -2.41318 4.67508 -2.64278
C -2.03538 4.36759 -3.94264
C -1.60917 3.08679 -4.26145
C -2.03460 -0.82816 -3.04678
C -2.91561 -0.65868 -1.98444
C -3.64081 -1.73174 -1.48132
C -3.53697 -2.98453 -2.05873
C -2.68338 -3.16535 -3.14206
C -1.92193 -2.10737 -3.60953
H -0.59820 1.10940 -5.96548
H -0.41615 -0.59270 -5.75581
H -2.94158 -0.87081 -5.63675
H -2.27629 -0.35243 -7.17628
H -5.29283 -0.97398 -5.19103
H -6.56765 -1.39085 -3.13259
H -6.76345 0.38351 -1.40861
H -5.69780 2.57031 -1.77138
H -4.46183 3.01571 -3.85942
H -6.74913 0.95171 -6.60544
H -8.14620 0.08499 -8.42734
H -7.10399 -0.75492 -10.51115
H -4.64004 -0.67994 -10.75819
H -3.24551 0.21264 -8.95491
H -1.75252 1.72559 -1.16433
H -2.56968 3.91286 -0.62385
H -2.76829 5.66893 -2.39649
H -2.08417 5.12037 -4.72086
H -1.32550 2.88385 -5.28394
H -3.07668 0.29949 -1.51358
H -4.28379 -1.55218 -0.62855
H -4.11375 -3.81679 -1.67316
H -2.60176 -4.13654 -3.61834
H -1.24000 -2.27774 -4.43719

=====

2.
Below is 2 unconnected molecules or ions with the total composition C4H12OP in a non-equilibrium geometry, with properties calculated with ωB97M-V/def2-TZVPD.

For the total energy, the calculation gives -575.75998 a.u. Its charge is +1. The multiplicity is 1. The value obtained for the frontier orbital gap (spin up / spin down) is 11.5 / 4.3 eV. Its relative energy (zero: lowest compared OMol25 entry of this formula, charge and spin) is 264.0 kJ/mol.

Positions of all 18 atoms, in Å:
C -2.61319 1.29222 0.03633
C -0.69889 -0.99837 1.54688
C 3.96178 0.93577 -0.01448
C 0.05228 -1.30014 -1.48925
O -1.67408 0.55194 -0.68124
P -0.28830 -0.10516 -0.09326
H -3.57012 1.34353 -0.60942
H -2.06744 2.34252 0.17172
H -3.08561 0.94852 0.98838
H -1.31637 -0.32063 2.11787
H 0.26247 -1.25166 1.99785
H -1.11246 -1.89043 1.31105
H 3.05324 0.59445 0.29923
H 4.29874 0.54812 -0.87128
H 4.52948 1.65906 0.44705
H -0.56763 -2.08473 -1.47793
H 0.99327 -1.72905 -1.29974
H -0.15717 -0.53596 -2.37977

=====

3.
Below is C2H2N2O3 in the gas phase in a non-equilibrium geometry, with properties calculated with ωB97M-V/def2-TZVPD.

For the total energy, the calculation gives -412.40271 a.u. The multiplicity is 1. The SMILES is C=[N+]([O-])ON=C=O. The value obtained for the frontier orbital gap is 10.1 eV. Its relative energy (zero: lowest compared OMol25 entry of this formula, charge and spin) is 651.8 kJ/mol.

Positions of all 9 atoms, in Å:
C 0.44916 -0.01904 -1.43152
C -0.09966 -0.69826 0.63953
N 0.84835 1.06411 -1.07267
N -0.54171 0.46271 0.83936
O -1.34638 1.04040 1.46581
O 0.49683 1.49677 0.16311
O 0.06255 -0.97203 -1.96514
H 0.85737 -0.87890 0.39938
H -0.72651 -1.49575 0.96214